{
  "formula": "H33O17",
  "method": "ωB97M-V/def2-TZVPD",
  "elements": ["O", "H", "H", "O", "H", "H", "O", "H", "H", "O", "H", "H", "O", "H", "O", "H", "H", "O", "H", "H", "O", "H", "H", "O", "H", "H", "O", "H", "H", "O", "H", "H", "O", "H", "H", "O", "H", "H", "O", "H", "H", "O", "H", "H", "O", "H", "H", "O", "H", "H"],
  "positions_angstrom": [[2.86, -3.96, -0.79], [2.70, -4.57, -0.07], [2.54, -3.16, -0.47], [-3.03, 4.46, 1.62], [-3.36, 3.52, 1.68], [-2.77, 4.46, 0.61], [-0.63, -3.94, 2.24], [-0.79, -3.77, 1.18], [-0.88, -3.04, 2.50], [-1.00, 2.43, 1.85], [-1.34, 1.76, 1.39], [-0.57, 3.04, 1.23], [2.78, -0.14, -1.79], [-0.41, 0.11, 1.90], [0.71, 1.96, -1.11], [0.40, 2.85, 5.09], [1.19, 1.11, -1.39], [0.94, -3.05, -2.54], [-2.38, -0.18, 0.17], [0.77, -2.25, -2.10], [-1.29, 2.99, -3.33], [-1.80, 3.33, -2.53], [1.94, -0.58, -1.44], [-2.17, -1.06, -0.15], [1.62, -3.59, -2.40], [-1.47, -1.10, -0.68], [-0.19, -2.01, -4.77], [0.43, -1.65, -4.15], [-0.37, -2.79, -4.27], [-4.91, -0.99, 1.32], [-4.54, -0.51, 2.10], [4.10, 0.93, -2.68], [-0.53, 0.27, 0.92], [-0.12, -0.27, 0.02], [3.73, 0.75, 0.50], [4.63, 1.69, -2.80], [4.98, 1.89, -2.04], [2.86, -0.53, -2.79], [-2.53, -0.05, 3.51], [-1.75, -0.27, 2.92], [-2.87, 0.70, 3.10], [-0.54, 3.03, 5.08], [-0.74, 2.48, 4.25], [-0.57, 2.65, -2.99], [3.21, 0.15, 1.04], [-4.17, -1.62, 1.13], [2.73, -0.15, 0.33], [0.90, -1.17, -0.45], [0.96, -1.84, 0.22], [0.71, 1.67, -0.18]],
  "lowdin_charge": [-0.003, 0.050, -0.022, -0.125, 0.035, 0.079, -0.132, 0.125, 0.007, -0.030, -0.079, 0.058, -0.168, 0.060, -0.081, 0.020, 0.037, 0.006, 0.042, -0.020, -0.022, 0.078, -0.037, -0.024, -0.053, -0.069, -0.062, -0.013, 0.006, -0.091, 0.013, -0.030, -0.251, 0.063, 0.035, 0.033, -0.070, 0.146, -0.031, 0.047, -0.012, -0.100, 0.042, -0.099, -0.027, 0.041, -0.080, -0.307, 0.002, 0.009],
  "relative_energy_kj_mol": 567.1,
  "total_charge": -1,
  "gap_ev": 9.53
}

{
  "formula": "C47H78F6INO20P2",
  "method": "ωB97M-V/def2-TZVPD",
  "elements": ["C", "O", "C", "C", "C", "C", "C", "C", "C", "C", "I", "N", "P", "O", "O", "O", "C", "O", "C", "C", "C", "C", "C", "F", "F", "C", "F", "F", "F", "C", "C", "F", "P", "C", "O", "H", "H", "H", "H", "H", "H", "H", "H", "H", "H", "H", "H", "H", "H", "H", "H", "H", "H", "H", "H", "H", "H", "H", "H", "H", "H", "H", "H", "H", "H", "H", "H", "H", "H", "H", "H", "O", "C", "O", "C", "C", "C", "H", "H", "H", "H", "H", "H", "O", "C", "O", "C", "C", "C", "H", "H", "H", "H", "H", "H", "O", "C", "O", "C", "C", "C", "H", "H", "H", "H", "H", "H", "O", "C", "O", "C", "C", "C", "H", "H", "H", "H", "H", "H", "O", "C", "O", "C", "C", "C", "H", "H", "H", "H", "H", "H", "O", "C", "O", "C", "C", "C", "H", "H", "H", "H", "H", "H", "O", "C", "O", "C", "C", "C", "H", "H", "H", "H", "H", "H"],
  "positions_angstrom": [[0.40, 1.61, 4.11], [1.50, 2.12, 3.34], [1.34, 1.88, 1.93], [2.29, 0.72, 1.35], [2.32, -0.61, 2.24], [1.34, -1.76, 1.67], [-0.19, -1.27, 1.57], [-1.17, -2.32, 2.33], [-2.59, -2.34, 1.62], [-3.81, -2.79, 2.60], [-3.94, -1.19, 4.08], [-3.47, -4.14, 3.08], [-3.17, -4.38, 4.75], [-4.39, -4.22, 5.68], [-1.79, -3.58, 5.37], [-2.77, -6.04, 4.90], [-5.21, -2.72, 1.76], [-5.45, -1.30, 1.60], [-6.78, -1.01, 1.13], [-7.74, -0.39, 2.28], [-8.69, 0.78, 1.70], [-9.96, 0.90, 2.67], [-10.63, 2.34, 2.66], [-12.01, 2.26, 2.98], [-10.54, 2.87, 1.35], [-9.89, 3.32, 3.71], [-8.55, 2.95, 3.92], [-9.93, 4.62, 3.20], [-10.51, 3.29, 4.98], [-5.10, -3.52, 0.35], [-4.68, -2.64, -0.91], [-6.37, -4.14, -0.01], [-6.68, -3.60, 2.67], [-6.31, -5.47, 2.79], [-6.82, -3.04, 4.28], [-0.62, 1.75, 3.61], [0.49, 0.49, 4.36], [0.32, 2.14, 5.12], [1.67, 2.85, 1.38], [0.25, 1.70, 1.66], [2.04, 0.48, 0.27], [3.36, 1.14, 1.32], [3.39, -1.02, 2.16], [2.16, -0.42, 3.35], [1.72, -2.00, 0.63], [1.41, -2.65, 2.39], [-0.24, -0.31, 2.20], [-0.53, -1.05, 0.51], [-1.15, -2.01, 3.42], [-0.68, -3.34, 2.14], [-2.49, -3.06, 0.73], [-2.80, -1.32, 1.18], [-2.77, -4.62, 2.48], [-1.88, -3.63, 6.35], [-1.94, -6.19, 4.37], [-7.28, -1.84, 0.54], [-6.66, -0.15, 0.37], [-7.14, -0.03, 3.19], [-8.47, -1.22, 2.58], [-8.13, 1.77, 1.64], [-9.08, 0.53, 0.67], [-9.60, 0.66, 3.73], [-10.74, 0.10, 2.41], [-4.33, -4.35, 0.52], [-4.13, -1.69, -0.59], [-5.57, -2.34, -1.59], [-3.96, -3.27, -1.54], [-5.34, -5.77, 2.30], [-7.14, -5.96, 2.16], [-6.45, -5.85, 3.85], [-7.66, -2.55, 4.37], [-7.14, -1.31, -1.49], [-7.83, -0.71, -2.28], [-7.71, -0.86, -3.63], [-8.59, 0.07, -4.29], [-9.65, 0.41, -3.26], [-8.88, 0.31, -1.96], [-8.01, 0.95, -4.59], [-9.02, -0.40, -5.18], [-10.11, 1.38, -3.43], [-10.44, -0.35, -3.28], [-8.39, 1.26, -1.70], [-9.52, -0.03, -1.14], [-0.54, -5.98, 3.39], [0.46, -6.45, 3.86], [1.58, -6.71, 3.15], [2.55, -7.36, 3.99], [2.15, -6.99, 5.40], [0.64, -6.87, 5.30], [2.49, -8.44, 3.81], [3.55, -7.01, 3.74], [2.48, -7.72, 6.14], [2.58, -6.02, 5.66], [0.15, -7.83, 5.45], [0.25, -6.12, 5.98], [2.00, 0.25, -2.71], [2.85, 1.10, -2.58], [3.48, 1.36, -1.40], [4.34, 2.50, -1.57], [4.61, 2.58, -3.05], [3.33, 2.04, -3.65], [3.83, 3.39, -1.19], [5.26, 2.36, -0.99], [4.87, 3.58, -3.39], [5.44, 1.91, -3.31], [2.59, 2.83, -3.79], [3.51, 1.52, -4.58], [7.50, 0.17, -4.67], [6.56, -0.57, -4.80], [5.28, -0.14, -4.96], [4.40, -1.27, -4.98], [5.27, -2.44, -5.37], [6.61, -2.07, -4.78], [3.97, -1.39, -3.98], [3.60, -1.10, -5.69], [4.88, -3.40, -5.02], [5.35, -2.49, -6.46], [6.70, -2.41, -3.74], [7.44, -2.45, -5.38], [4.40, 4.60, -5.99], [5.25, 5.44, -5.85], [5.87, 5.69, -4.67], [6.74, 6.82, -4.82], [7.02, 6.91, -6.30], [5.74, 6.39, -6.91], [6.22, 7.71, -4.44], [7.64, 6.67, -4.23], [7.29, 7.92, -6.63], [7.85, 6.24, -6.56], [5.00, 7.18, -7.05], [5.92, 5.86, -7.85], [13.15, 2.90, -3.43], [12.22, 2.15, -3.56], [10.94, 2.56, -3.72], [10.07, 1.41, -3.74], [10.95, 0.25, -4.13], [12.29, 0.64, -3.53], [9.64, 1.29, -2.74], [9.27, 1.57, -4.45], [10.58, -0.71, -3.78], [11.04, 0.20, -5.22], [12.39, 0.31, -2.50], [13.12, 0.28, -4.13], [5.07, 5.75, -0.39], [4.31, 5.80, 0.53], [3.33, 4.87, 0.75], [2.53, 5.28, 1.87], [3.40, 6.23, 2.66], [4.24, 6.88, 1.58], [1.63, 5.76, 1.49], [2.25, 4.41, 2.46], [2.83, 6.94, 3.26], [4.05, 5.66, 3.33], [3.75, 7.76, 1.15], [5.24, 7.14, 1.94]],
  "lowdin_charge": [-0.134, -0.220, -0.215, -0.152, -0.195, -0.186, -0.175, -0.223, -0.233, -0.722, 1.073, -0.092, 0.530, -0.356, -0.238, -0.194, -0.514, -0.277, -0.226, -0.150, -0.175, -0.089, -0.309, 0.057, 0.044, -0.358, 0.093, 0.107, 0.103, -0.261, -0.036, -0.100, 0.983, -0.258, -0.377, 0.096, 0.085, 0.097, 0.106, 0.117, 0.104, 0.113, 0.107, 0.096, 0.107, 0.104, 0.081, 0.117, 0.065, 0.102, 0.124, 0.104, 0.108, 0.080, -0.003, 0.104, 0.126, 0.117, 0.092, 0.124, 0.081, 0.131, 0.141, 0.131, 0.083, 0.073, 0.090, 0.027, 0.040, 0.053, 0.032, 0.057, -0.423, 0.045, -0.159, -0.156, -0.082, 0.130, 0.128, 0.121, 0.124, 0.143, 0.113, 0.086, -0.438, 0.049, -0.154, -0.156, -0.070, 0.131, 0.129, 0.122, 0.125, 0.144, 0.131, 0.093, -0.480, -0.001, -0.144, -0.140, -0.073, 0.108, 0.132, 0.105, 0.110, 0.139, 0.112, 0.112, -0.458, 0.015, -0.153, -0.158, -0.076, 0.128, 0.134, 0.121, 0.122, 0.136, 0.128, 0.117, -0.478, 0.022, -0.158, -0.164, -0.082, 0.129, 0.130, 0.118, 0.122, 0.134, 0.128, 0.110, -0.486, 0.029, -0.173, -0.167, -0.085, 0.131, 0.100, 0.116, 0.122, 0.132, 0.126, 0.117, -0.477, 0.008, -0.162, -0.156, -0.080, 0.135, 0.102, 0.120, 0.124, 0.134, 0.129],
  "total_charge": 0,
  "gap_ev": 7.76
}

{
  "formula": "C22H31IrN3O2S2Si2",
  "method": "ωB97M-V/def2-TZVPD",
  "elements": ["Ir", "C", "Si", "C", "C", "C", "C", "C", "C", "C", "C", "N", "Si", "C", "C", "C", "H", "H", "H", "H", "H", "H", "H", "H", "H", "H", "H", "H", "H", "H", "H", "H", "H", "H", "H", "H", "H", "H", "O", "C", "C", "C", "C", "C", "C", "C", "O", "N", "N", "C", "S", "C", "C", "S", "H", "H", "H", "H", "H", "H", "H", "H", "H"],
  "positions_angstrom": [[0.38, 0.42, -0.21], [-1.43, -2.34, 1.36], [0.20, -2.68, 0.52], [1.66, -2.36, 1.65], [0.28, -4.46, -0.03], [0.42, -1.52, -1.00], [1.86, -1.38, -1.36], [2.81, -2.11, -2.06], [4.09, -1.59, -2.11], [4.40, -0.37, -1.50], [3.41, 0.32, -0.84], [2.18, -0.21, -0.79], [-0.76, -1.59, -2.50], [0.10, -0.69, -3.91], [-1.03, -3.35, -3.08], [-2.40, -0.80, -2.06], [-1.49, -2.95, 2.26], [-2.28, -2.61, 0.73], [-1.54, -1.30, 1.66], [1.58, -2.99, 2.54], [1.74, -1.33, 1.97], [2.61, -2.62, 1.16], [0.27, -5.12, 0.84], [1.20, -4.68, -0.58], [-0.56, -4.73, -0.66], [2.55, -3.05, -2.52], [4.87, -2.13, -2.62], [5.40, 0.03, -1.52], [3.57, 1.27, -0.35], [0.85, -1.34, -4.37], [0.62, 0.21, -3.59], [-0.60, -0.41, -4.69], [-0.09, -3.85, -3.30], [-1.62, -3.33, -4.00], [-1.58, -3.96, -2.35], [-2.28, 0.20, -1.65], [-2.95, -1.40, -1.33], [-3.02, -0.72, -2.95], [0.30, -0.16, 4.21], [-0.18, 1.07, 4.52], [-0.36, 1.33, 5.87], [-0.85, 2.55, 6.29], [-1.18, 3.54, 5.36], [-1.00, 3.29, 4.02], [-0.50, 2.06, 3.57], [-0.34, 1.87, 2.13], [0.20, 0.71, 1.72], [-0.71, 2.75, 1.27], [-0.47, 2.28, -0.02], [-0.90, 3.08, -0.95], [-1.73, 4.55, -0.56], [-1.76, 5.14, -2.28], [-1.86, 3.95, -3.20], [-0.66, 2.71, -2.62], [0.39, -0.23, 3.25], [-0.11, 0.55, 6.58], [-0.99, 2.73, 7.35], [-1.58, 4.49, 5.69], [-1.25, 4.04, 3.29], [-0.85, 5.72, -2.47], [-2.62, 5.80, -2.38], [-1.59, 4.20, -4.23], [-2.85, 3.51, -3.18]],
  "lowdin_charge": [1.342, -0.157, 0.461, -0.156, -0.159, -0.452, -0.400, 0.010, -0.012, -0.029, -0.059, -0.088, 0.450, -0.180, -0.166, -0.172, 0.048, 0.032, 0.019, 0.052, 0.013, 0.042, 0.045, 0.037, 0.015, 0.127, 0.123, 0.117, 0.131, 0.038, -0.006, 0.042, 0.038, 0.045, 0.024, -0.002, 0.032, 0.044, 0.075, -0.246, -0.001, -0.057, -0.075, -0.023, -0.083, -0.371, -0.237, 0.043, -0.273, -0.914, 1.021, -0.489, -0.479, 0.959, 0.053, 0.125, 0.112, 0.107, 0.111, 0.086, 0.089, 0.090, 0.088],
  "relative_energy_kj_mol": 0.0,
  "total_charge": 1,
  "gap_ev": 6.55
}

{
  "formula": "C7H28FO7",
  "method": "ωB97M-V/def2-TZVPD",
  "elements": ["F", "C", "O", "H", "H", "H", "H", "C", "O", "H", "H", "H", "H", "C", "O", "H", "H", "H", "H", "C", "O", "H", "H", "H", "H", "C", "O", "H", "H", "H", "H", "C", "O", "H", "H", "H", "H", "C", "O", "H", "H", "H", "H"],
  "positions_angstrom": [[-11.10, -35.44, -12.49], [-12.43, -38.08, -14.32], [-12.13, -37.87, -12.96], [-11.52, -38.25, -14.91], [-13.07, -38.95, -14.39], [-12.91, -37.21, -14.78], [-11.86, -36.94, -12.81], [-11.24, -32.41, -9.30], [-10.86, -33.67, -9.79], [-12.27, -32.17, -9.56], [-11.08, -32.28, -8.22], [-10.59, -31.67, -9.78], [-11.68, -34.14, -10.01], [-8.49, -38.66, -12.88], [-8.97, -37.31, -12.91], [-8.92, -39.13, -11.99], [-8.81, -39.22, -13.77], [-7.40, -38.62, -12.89], [-9.93, -37.35, -13.03], [-12.70, -34.15, -15.17], [-11.64, -33.66, -14.38], [-12.96, -35.19, -14.95], [-13.57, -33.50, -15.11], [-12.44, -34.21, -16.24], [-11.47, -34.40, -13.73], [-10.90, -37.74, -9.76], [-9.68, -37.07, -9.55], [-11.28, -38.24, -8.85], [-11.66, -37.09, -10.19], [-10.75, -38.58, -10.46], [-9.14, -37.70, -9.06], [-9.59, -30.80, -13.36], [-9.83, -32.13, -12.95], [-10.46, -30.16, -13.19], [-8.70, -30.47, -12.82], [-9.39, -30.71, -14.44], [-10.58, -32.47, -13.48], [-13.87, -33.99, -11.68], [-13.20, -34.93, -10.88], [-14.83, -33.70, -11.25], [-13.33, -33.03, -11.77], [-13.97, -34.37, -12.70], [-12.46, -35.21, -11.47]],
  "lowdin_charge": [-0.427, -0.176, -0.155, 0.072, 0.070, 0.052, 0.016, -0.183, -0.119, 0.068, 0.061, 0.067, 0.029, -0.165, -0.130, 0.061, 0.064, 0.069, 0.021, -0.180, -0.163, 0.050, 0.072, 0.070, 0.038, -0.169, -0.104, 0.071, 0.064, 0.062, 0.065, -0.188, -0.125, 0.066, 0.069, 0.066, 0.033, -0.177, -0.160, 0.073, 0.078, 0.065, 0.026],
  "relative_energy_kj_mol": 125.2,
  "total_charge": -1,
  "gap_ev": 9.54
}

| no. | E_HOMO (eV) |
| --- | --- |
| 1 | -7.48 |
| 2 | -7.33 |
| 3 | -10.68 |
| 4 | -6.20 |